# C12H41N3O7

A cluster of 7 separate species, C12H41N3O7 in total (wB97M-V/def2-TZVPD, the OMol25 dataset).

```
63
Properties=species:S:1:pos:R:3:forces:R:3:nbo_charge:R:1
O -13.417600 4.456930 -1.439550 0.174 -0.063 0.260 -0.946
O -14.574220 3.277160 -4.619710 0.579 0.261 0.106 -0.984
O -17.436920 5.857190 -10.620840 -1.258 -1.404 0.149 -0.555
O -12.293020 3.729680 -6.319610 0.109 0.146 -0.340 -0.957
O -14.656310 7.593770 -7.454580 0.409 -1.012 -1.492 -0.550
O -16.944610 1.899070 -3.770830 0.096 0.135 0.001 -0.958
O -10.316190 -2.307290 -3.631920 0.714 0.720 1.662 -0.543
N -12.790190 -1.419410 -2.653290 -0.080 -0.768 -0.406 -0.828
N -14.155870 9.350440 -9.618940 -0.151 0.506 0.534 -0.844
N -18.746480 4.757690 -8.320310 -1.241 1.085 -0.053 -0.827
C -14.279420 7.161430 -8.775510 -1.827 0.707 -0.696 -0.069
C -14.201520 6.654520 -6.501190 -0.339 0.749 0.197 -0.242
C -18.490540 6.155070 -11.517490 0.699 0.889 -1.734 -0.266
C -9.367890 -2.682950 -2.618080 0.236 -1.822 -0.794 -0.269
C -17.424360 4.443670 -8.676740 1.216 -1.314 -1.093 -0.069
C -12.083240 -0.621160 -3.631730 -0.864 0.247 0.115 -0.066
C -14.558140 7.696750 -11.157650 -0.610 -1.237 -2.940 -0.620
C -12.598570 0.827180 -3.456810 1.599 -0.775 -0.759 -0.608
C -17.352210 4.461730 -10.242040 1.208 0.621 2.047 -0.070
C -10.580580 -0.912820 -3.504560 -0.909 0.992 -0.892 -0.086
C -17.074910 3.110480 -8.096390 0.374 -0.626 -0.149 -0.612
C -14.921640 8.121620 -9.854840 2.575 1.063 3.787 -0.071
H -17.050140 1.556390 -2.883330 0.075 -0.080 0.298 0.485
H -13.182530 6.325950 -6.705610 0.296 0.400 0.401 0.188
H -12.059560 1.418210 -4.197250 -0.109 0.513 0.151 0.201
H -17.801490 2.350800 -8.384610 0.123 -0.108 -0.306 0.210
H -14.544360 10.097790 -10.176280 -0.023 0.306 0.038 0.344
H -14.764140 5.721230 -6.478270 -0.546 -0.083 -0.248 0.139
H -9.708670 -2.626960 -1.584230 -0.605 0.074 -0.093 0.171
H -16.666720 5.131190 -8.300720 0.102 0.553 -0.164 0.165
H -18.901450 5.555920 -8.919400 -0.959 0.570 0.285 0.357
H -15.988100 8.340440 -9.801180 -0.201 -0.756 0.461 0.187
H -12.331640 1.142830 -2.448230 -0.194 0.343 0.014 0.198
H -13.599740 4.057890 -2.290330 -0.076 -0.160 -0.425 0.480
H -10.291760 -0.552650 -2.517160 0.565 0.228 -0.124 0.166
H -17.997830 6.696110 -12.325340 0.000 0.018 -0.415 0.181
H -14.390650 7.213970 -5.585040 0.661 -0.583 0.442 0.193
H -17.727150 1.604210 -4.236570 -0.152 -0.049 -0.258 0.485
H -12.712470 -0.991090 -1.741910 0.087 0.049 0.215 0.340
H -19.254610 6.876370 -11.227620 -0.051 -0.243 1.076 0.179
H -14.071220 5.151120 -1.355210 -0.132 0.177 0.031 0.466
H -17.115230 3.122540 -7.007200 0.205 0.195 0.123 0.198
H -9.142780 -3.714780 -2.887810 -0.215 -0.281 0.448 0.195
H -16.358730 4.100580 -10.507880 0.084 0.017 -0.288 0.180
H -16.065180 2.868440 -8.427980 0.051 -0.487 0.222 0.209
H -18.770090 5.090930 -7.367170 -0.241 0.106 0.179 0.354
H -13.666680 0.907900 -3.658620 0.154 -0.192 0.174 0.230
H -13.200590 7.173600 -8.930690 0.185 0.378 0.184 0.181
H -8.363810 -2.259000 -2.604060 -0.155 1.017 -0.665 0.176
H -18.976960 5.309830 -12.004370 0.089 -0.317 0.442 0.180
H -13.515900 7.537250 -11.434050 0.105 -0.160 0.747 0.218
H -11.409550 3.926080 -6.007940 0.244 0.084 0.002 0.466
H -14.899940 3.895920 -5.273370 -0.018 0.238 -0.214 0.475
H -15.360850 2.849850 -4.280800 -0.518 -0.447 0.165 0.503
H -12.724780 3.316070 -5.572120 -0.405 -0.234 0.343 0.488
H -10.110470 -0.448900 -4.371670 0.598 0.553 0.401 0.180
H -18.088460 3.766800 -10.645900 -0.350 0.483 -0.254 0.188
H -14.286150 9.570740 -8.641910 0.105 0.550 0.164 0.362
H -12.342030 -0.969870 -4.631490 -0.346 -0.092 -0.125 0.180
H -14.875940 8.514070 -11.805030 -0.341 -0.377 -0.668 0.202
H -14.576250 6.133260 -8.982490 -0.425 -0.279 0.289 0.160
H -12.211610 -2.247150 -2.667330 -0.469 -0.810 0.686 0.360
H -15.161930 6.794300 -11.253150 0.095 -0.213 -1.241 0.218
```
Positions in Å, forces in eV/Å.

Its multiplicity is 1. The structure (SMILES) is COC[C@H](C)N.COC[C@H](C)N.COC[C@H](C)N.O.O.O.O.

---

# C12H42F6O9P

A cluster of 10 separate species, C12H42F6O9P in total (wB97M-V/def2-TZVPD, the OMol25 dataset).

```
70
Properties=species:S:1:pos:R:3:forces:R:3:nbo_charge:R:1
P -0.278422 -0.600345 0.520128 0.905 0.172 -1.305 2.605
F -0.757603 0.931502 0.124770 0.428 -0.891 0.374 -0.594
F 1.246130 -0.151245 0.328505 0.166 -0.372 -0.112 -0.586
F 0.130591 -2.177381 0.833470 0.044 1.251 0.232 -0.603
F -0.109768 -0.220813 2.106248 -0.609 -0.141 -0.367 -0.606
F -1.822549 -0.958116 0.731526 -0.231 0.310 -0.471 -0.568
F -0.325279 -1.065236 -1.068767 -0.345 0.654 0.891 -0.599
O -2.933762 2.785644 3.841052 -1.931 1.266 0.837 -0.733
O -0.100409 -4.745189 1.645345 -1.609 -0.522 1.039 -0.739
O -0.601132 -1.418348 4.895824 0.273 0.211 0.686 -0.966
O 1.215605 5.107305 0.026363 -1.495 -0.139 -0.798 -0.737
O -3.619581 1.077539 -2.365883 -0.768 0.045 0.079 -0.707
O 4.815979 0.966025 -3.385074 0.899 -1.015 0.457 -0.737
O -1.086166 -1.052964 -3.761398 0.442 -0.307 -1.166 -0.760
O -2.102070 -2.680927 2.526628 -0.371 -0.470 1.063 -0.991
O 2.341023 1.380404 2.487620 0.455 0.508 0.347 -0.959
C -0.020744 4.512100 -0.524355 0.055 -0.332 -0.218 0.100
C 3.529158 1.448859 -3.015962 0.502 0.488 -0.640 0.087
C -1.542192 -2.418583 -3.725122 -0.708 2.065 1.183 -0.247
C 3.828182 2.929848 -2.911818 -0.307 1.262 0.315 -0.634
C -3.924433 0.918194 -0.994550 -0.004 -0.019 1.248 -0.257
C -2.168885 1.859308 3.172719 1.604 -0.063 -0.332 -0.238
C 1.898153 -5.087825 0.748206 1.694 -0.907 -0.427 -0.623
C 0.892121 -5.752511 1.662325 0.391 1.109 -1.475 0.091
C 2.896421 0.826770 -1.785968 0.476 -0.534 -1.096 -0.633
C -1.079673 4.250322 0.569419 -0.713 1.541 0.093 -0.649
C -0.511977 5.339169 -1.755808 -0.213 0.242 0.928 -0.625
C 0.388213 -7.089326 1.156128 0.110 -0.794 0.336 -0.629
H -1.898781 -1.929682 1.969377 -0.224 -0.122 0.045 0.477
H -0.675588 -0.914415 4.085434 -0.012 -0.055 -0.382 0.480
H 2.263388 -4.147016 1.160012 0.071 -0.048 0.250 0.211
H 3.569841 0.793535 -0.929526 -0.356 0.514 0.256 0.212
H -1.026808 -2.252888 4.699450 -0.257 -0.138 -0.370 0.483
H 4.834852 0.018561 -3.231579 0.055 -0.203 -0.079 0.459
H -3.217309 1.495003 -0.398426 0.124 -0.213 0.186 0.175
H 1.519900 -4.827184 -0.240272 -0.449 -0.287 0.116 0.222
H -0.957341 -0.651137 -2.899115 -0.126 -0.545 0.338 0.495
H -3.951488 -0.111994 -0.639491 0.568 -0.172 -0.423 0.184
H 1.909358 1.277190 -1.681387 0.211 0.088 0.662 0.234
H -1.537975 -3.381796 2.199793 0.028 -0.375 -0.141 0.480
H -1.487160 5.192992 0.934682 0.461 0.621 0.158 0.199
H -2.027686 -2.568277 -4.689476 0.494 -0.529 -0.024 0.173
H 1.320124 -5.838285 2.661111 -0.047 -0.306 0.203 0.156
H 1.111473 -7.887067 1.325271 0.465 0.182 0.421 0.206
H -4.920571 1.270072 -0.726206 -0.236 0.328 -0.266 0.147
H -2.728357 2.811816 4.778462 0.136 -0.185 -0.096 0.462
H 0.257530 5.445880 -2.520376 0.114 -0.085 0.197 0.217
H -0.482625 -7.429607 1.716452 -0.264 0.252 -0.177 0.218
H 3.978252 3.492406 -3.833284 -0.307 -0.489 -0.466 0.208
H -2.037550 3.839489 0.250406 0.411 -0.782 -0.633 0.221
H 0.229434 3.540034 -0.949342 0.291 -0.196 0.089 0.166
H 0.237400 -7.214128 0.083844 -0.441 0.793 -0.064 0.213
H 0.381784 -3.941469 1.853041 -0.232 0.403 -0.139 0.485
H -2.406987 1.922683 2.110929 -0.174 -0.391 0.124 0.189
H -2.335715 -2.411414 -2.977887 -0.229 -0.581 0.085 0.170
H 4.790462 3.081124 -2.422688 0.001 -0.403 0.349 0.217
H -4.286505 1.726963 -2.600562 0.309 0.044 -0.812 0.458
H -1.400052 4.926130 -2.234169 0.168 -0.737 0.103 0.213
H -2.230562 0.851804 3.584091 -0.207 -0.147 -0.244 0.169
H 1.529886 1.057045 2.879695 -0.226 -0.232 -0.047 0.478
H 3.114365 3.515744 -2.332784 -0.304 -0.213 0.050 0.213
H -0.785844 -3.127407 -3.388059 0.137 -0.096 -0.529 0.166
H -1.144144 2.217726 3.270414 0.559 -0.539 -0.284 0.150
H 2.701921 -0.210223 -2.059673 -0.131 -0.236 0.214 0.210
H 1.412724 4.640384 0.841669 0.000 -0.159 0.090 0.471
H -0.888515 6.329080 -1.498155 0.457 0.284 0.389 0.199
H -0.781937 3.736095 1.483218 0.498 -0.324 -0.419 0.222
H 2.927861 1.118677 -3.863033 -0.730 0.815 -0.092 0.160
H 2.752167 -5.748883 0.600719 0.387 0.062 -0.087 0.188
H 2.169849 1.378263 1.545847 -0.135 -0.217 -0.252 0.479
```
Positions in Å, forces in eV/Å.

Its multiplicity is 1. As for the charge: -1.

---

Across the entries above, HOMO takes the values -9.093; -7.371 eV, respectively.
Across the entries above, energy above the lowest of the compared OMol25 structures with the same formula, charge and spin takes the values 56.8; 28.7 kcal per mole, respectively.